1.
{
  "formula": "C38H33BrCl3F5GeIO4S2Ti",
  "method": "wB97M-V/def2-TZVPD",
  "de_lowest_kcal_mol": 21.0,
  "max_force_ha_per_bohr": 0.0133,
  "spin_multiplicity": 2,
  "elements": ["Ti", "O", "S", "C", "C", "C", "C", "H", "H", "H", "H", "H", "H", "H", "H", "C", "S", "C", "O", "H", "H", "H", "H", "H", "H", "Cl", "C", "Cl", "Cl", "C", "O", "O", "C", "C", "C", "C", "C", "C", "Ge", "C", "C", "C", "C", "C", "C", "C", "C", "C", "C", "C", "C", "H", "H", "H", "H", "H", "H", "H", "H", "H", "H", "H", "H", "H", "H", "H", "Br", "C", "C", "C", "C", "C", "C", "I", "H", "H", "H", "H", "F", "C", "C", "C", "F", "C", "F", "C", "F", "C", "F"],
  "xyz": [[-0.839077, -0.619352, 0.061954], [-1.347837, 1.089300, 0.934065], [-1.776778, 0.970937, 2.456631], [-3.582820, 0.976598, 2.436097], [-4.013195, 2.220372, 3.207087], [-3.021147, 3.318302, 2.831488], [-1.642689, 2.687283, 3.000465], [-3.896122, 0.019774, 2.852574], [-3.854642, 1.019471, 1.380096], [-3.962320, 2.025854, 4.280991], [-5.044843, 2.478524, 2.969268], [-3.123920, 4.205039, 3.456669], [-3.167278, 3.621563, 1.791788], [-1.324545, 2.635576, 4.043377], [-0.838517, 3.129994, 2.416282], [2.232564, -0.041241, -3.077268], [0.612852, 0.601950, -2.693115], [1.029472, 2.334557, -2.732673], [0.476561, 0.294450, -1.191675], [2.928257, 0.314321, -2.316854], [2.506857, 0.323103, -4.067551], [2.171487, -1.126178, -3.077934], [1.135331, 2.622629, -3.779588], [1.949388, 2.492063, -2.172931], [0.201236, 2.878815, -2.284113], [-4.401381, -3.411682, 1.728729], [-2.713334, -3.483877, 1.700296], [-2.367536, -1.966462, 4.069973], [-1.946529, -4.963642, 1.963802], [-1.961009, -2.404070, 1.162240], [-2.481232, -1.226972, 0.978546], [-0.761732, -2.523370, 0.736919], [3.044746, -4.980249, 2.437397], [3.052256, -4.031825, 3.448855], [2.570207, -2.751465, 3.207445], [2.069924, -2.396409, 1.956915], [2.064397, -3.366163, 0.952678], [2.550418, -4.643797, 1.183631], [1.424605, -0.593404, 1.559032], [2.893330, 0.260809, 0.539207], [4.064684, -0.439562, 0.248887], [5.106717, 0.148395, -0.460140], [5.005686, 1.464092, -0.888787], [3.846828, 2.181000, -0.612702], [2.804849, 1.577304, 0.078264], [1.321042, 0.395254, 3.265552], [1.929360, 1.638386, 3.457909], [1.826679, 2.314460, 4.667384], [1.107635, 1.756675, 5.717321], [0.501700, 0.519052, 5.546160], [0.611622, -0.153410, 4.337047], [3.416180, -5.979691, 2.625586], [3.431052, -4.288720, 4.430093], [2.586869, -2.024394, 4.011371], [1.658909, -3.130984, -0.025427], [2.531726, -5.380486, 0.390146], [4.174435, -1.461494, 0.592790], [6.005008, -0.420484, -0.665728], [5.822968, 1.930279, -1.424144], [3.759264, 3.212884, -0.933477], [1.895829, 2.147301, 0.249434], [2.522341, 2.086599, 2.668714], [2.319634, 3.270982, 4.791938], [1.027330, 2.280450, 6.661814], [-0.068238, 0.068867, 6.349423], [0.095082, -1.100478, 4.224992], [-1.532298, 4.996138, -3.724711], [-1.792746, 3.370460, -4.650916], [-1.450942, 3.336039, -5.998040], [-1.608447, 2.169692, -6.727378], [-2.107132, 1.029774, -6.111933], [-2.444381, 1.062478, -4.770088], [-2.296259, 2.232690, -4.030656], [-2.761413, 2.155401, -2.003518], [-1.065243, 4.230570, -6.467055], [-1.341551, 2.154906, -7.775414], [-2.234177, 0.113318, -6.672399], [-2.824787, 0.173612, -4.283781], [0.652883, -2.345877, -2.328366], [-0.683424, -2.351022, -2.595373], [-1.532444, -1.637458, -1.776772], [-2.865402, -1.714816, -2.143391], [-3.821339, -1.107641, -1.412736], [-3.321734, -2.415348, -3.251521], [-4.622115, -2.439601, -3.562605], [-2.415779, -3.091239, -4.049423], [-2.829457, -3.759890, -5.126308], [-1.072314, -3.060907, -3.716093], [-0.180072, -3.704684, -4.476694]],
  "forces_ev_per_a": [[0.6103, 0.2750, 0.1359], [0.0043, -0.1240, -0.0918], [0.1247, -0.1063, -0.1977], [-0.1099, 0.0200, -0.0225], [0.0116, -0.0366, 0.0326], [0.0077, 0.0075, 0.0010], [-0.0061, 0.0215, -0.0027], [0.0405, 0.0142, 0.0400], [0.0069, 0.0098, 0.0028], [-0.0132, -0.0095, -0.0028], [0.0122, 0.0169, -0.0202], [0.0044, 0.0037, -0.0060], [-0.0002, -0.0049, 0.0012], [-0.0201, -0.0111, 0.0228], [0.0108, 0.0128, 0.0134], [0.1177, -0.0141, -0.0617], [0.0921, -0.1414, 0.1989], [-0.0292, 0.0550, 0.0017], [-0.3861, 0.1956, -0.0745], [0.0078, -0.0112, -0.0374], [-0.0006, 0.0220, -0.0054], [0.0430, 0.1512, -0.0302], [-0.0002, -0.0023, 0.0151], [-0.0851, 0.0013, -0.1087], [-0.0288, 0.0124, -0.0170], [0.0442, 0.0393, 0.0463], [0.0571, -0.0379, -0.0042], [0.0295, 0.0044, -0.0653], [-0.0052, 0.0142, 0.0323], [-0.3794, 0.2419, -0.0325], [-0.0457, -0.4070, -0.0477], [0.0219, -0.0761, 0.2103], [-0.0114, 0.0173, -0.0025], [0.0112, -0.0383, -0.0265], [0.0132, 0.0925, 0.0371], [0.0024, -0.1263, 0.0099], [-0.0021, 0.0058, -0.0489], [0.0123, 0.0065, 0.0336], [0.0192, -0.0048, -0.1133], [0.0665, 0.0478, -0.0551], [-0.0298, -0.0337, 0.0781], [0.0135, 0.0399, -0.0281], [-0.0205, -0.0093, 0.0176], [0.0872, -0.0453, 0.0873], [-0.0169, 0.0516, 0.1163], [0.0305, 0.0750, 0.0442], [0.0751, 0.0004, -0.1192], [-0.0394, -0.0275, 0.0709], [0.0260, 0.0229, -0.0762], [-0.0152, 0.0031, 0.0509], [-0.0653, -0.0827, -0.0858], [0.0010, -0.0013, 0.0008], [-0.0021, 0.0059, 0.0049], [-0.0118, -0.0013, -0.0139], [0.0169, 0.0082, -0.0035], [0.0016, -0.0025, -0.0035], [-0.0106, -0.0148, -0.0117], [-0.0017, -0.0030, -0.0021], [0.0010, -0.0001, -0.0086], [0.0178, 0.0241, 0.0027], [0.0122, -0.0225, 0.0754], [-0.0328, -0.0200, -0.0433], [-0.0018, 0.0045, 0.0006], [0.0003, -0.0029, 0.0058], [-0.0001, -0.0066, -0.0008], [-0.0195, -0.0102, 0.0137], [-0.0151, 0.0314, 0.0290], [-0.0146, -0.0655, -0.0624], [0.0064, 0.0215, -0.0137], [0.0013, -0.0074, 0.0308], [0.0212, 0.0163, -0.0050], [-0.0499, -0.0245, 0.0131], [0.0790, -0.0147, -0.0241], [-0.0236, 0.0297, 0.0617], [-0.0001, 0.0021, -0.0010], [-0.0029, 0.0035, -0.0046], [0.0002, -0.0071, 0.0005], [0.0028, -0.0016, 0.0060], [-0.1393, -0.2520, 0.1226], [0.0298, 0.0868, -0.0604], [-0.1709, 0.0403, -0.0157], [-0.0984, -0.0565, 0.0407], [0.0548, 0.0855, -0.0853], [-0.0206, 0.0151, -0.0127], [0.0563, -0.0111, 0.0032], [0.0117, 0.0225, 0.0170], [0.0153, 0.0153, 0.0310], [0.0027, -0.0214, -0.0066], [-0.0103, 0.0035, 0.0031]],
  "lowdin_spin": [0.048, -0.001, 0.001, 0.000, 0.000, 0.000, 0.001, 0.000, 0.000, 0.000, 0.000, 0.000, 0.000, 0.000, 0.000, 0.000, 0.000, 0.000, 0.002, 0.000, 0.000, 0.000, 0.000, 0.000, 0.000, 0.096, 0.411, 0.159, 0.103, 0.116, 0.022, 0.060, 0.000, 0.000, 0.000, -0.002, 0.000, 0.000, -0.011, -0.001, 0.000, 0.000, 0.000, 0.000, 0.000, -0.003, -0.001, 0.000, -0.001, 0.001, 0.000, 0.000, 0.000, 0.000, 0.000, 0.000, 0.000, 0.000, 0.000, 0.000, 0.000, 0.000, 0.000, 0.000, 0.000, 0.000, 0.000, 0.000, 0.000, 0.000, 0.000, 0.000, 0.000, 0.000, 0.000, 0.000, 0.000, 0.000, 0.000, 0.000, -0.001, 0.000, 0.000, 0.000, 0.000, 0.000, 0.000, 0.000, 0.000]
}

---

2.
{
  "formula": "C38H40AsBrN3O7Ru",
  "method": "wB97M-V/def2-TZVPD",
  "charge": -2,
  "max_force_ha_per_bohr": 0.0690,
  "spin_multiplicity": 2,
  "elements": ["Ru", "O", "C", "C", "N", "C", "C", "O", "O", "C", "C", "O", "O", "H", "H", "H", "H", "H", "H", "H", "H", "H", "C", "C", "C", "C", "C", "C", "As", "N", "C", "C", "C", "C", "C", "C", "C", "C", "C", "C", "C", "C", "C", "C", "C", "C", "C", "C", "H", "H", "H", "H", "H", "H", "H", "H", "H", "H", "H", "H", "H", "H", "H", "H", "H", "H", "H", "H", "H", "H", "H", "H", "H", "H", "H", "Br", "C", "C", "C", "C", "C", "C", "C", "O", "O", "H", "H", "H", "H", "N", "C"],
  "xyz": [[-1.008014, 0.264742, 1.485405], [-4.387614, -0.936858, 0.753005], [-4.399914, -1.846358, 1.815005], [-3.523214, -1.448858, 3.009705], [-2.074214, -1.602458, 2.837605], [-1.706114, -2.890758, 2.269205], [-1.789714, -2.878258, 0.716205], [-2.084214, -3.917258, 0.138905], [-1.543414, -1.763858, 0.173805], [-1.406814, -1.411958, 4.120805], [0.130586, -1.284958, 3.913405], [0.877586, -1.846758, 4.708105], [0.479686, -0.599958, 2.916705], [-3.487114, -0.878058, 0.390505], [-5.438614, -1.854958, 2.167105], [-4.155314, -2.859758, 1.464005], [-3.712014, -0.394358, 3.233105], [-3.842114, -2.050458, 3.878405], [-0.659514, -3.108858, 2.509805], [-2.325614, -3.713458, 2.662605], [-1.748114, -0.475058, 4.567205], [-1.631714, -2.237258, 4.818705], [2.474786, -6.297858, -0.949995], [1.948186, -4.902958, -1.145195], [2.641786, -3.802058, -0.678495], [2.157186, -2.507158, -0.836795], [3.009886, -1.387758, -0.327295], [0.938086, -2.287058, -1.480695], [-0.013414, -0.515958, -1.632595], [0.583086, 0.388942, -0.181595], [1.545586, 1.305342, -0.004295], [1.790486, 1.806442, 1.300305], [2.793986, 2.708942, 1.551005], [3.620686, 3.163442, 0.529105], [3.415286, 2.678442, -0.754295], [2.413486, 1.774042, -1.020695], [0.880886, 0.370242, -3.288095], [1.832286, -0.136058, -4.181395], [2.353986, -1.541458, -4.117995], [2.363986, 0.670242, -5.182695], [1.950686, 1.975042, -5.368495], [2.574586, 2.861942, -6.407495], [0.932186, 2.446642, -4.547995], [0.395686, 1.672642, -3.533595], [-0.677014, 2.271942, -2.680195], [0.252486, -3.396958, -1.993495], [-1.030814, -3.243358, -2.745395], [0.756186, -4.677358, -1.816095], [3.510586, -6.283458, -0.611795], [2.418586, -6.867058, -1.878395], [1.878686, -6.819858, -0.201195], [3.589286, -3.944558, -0.169395], [4.029186, -1.729258, -0.139495], [2.604086, -1.003358, 0.609105], [3.043386, -0.573158, -1.048495], [1.179286, 1.449442, 2.122505], [2.947686, 3.059442, 2.563405], [4.412486, 3.872542, 0.732805], [4.053086, 3.006442, -1.566195], [2.292986, 1.403342, -2.025495], [1.617586, -2.207158, -3.684295], [3.256686, -1.593058, -3.509295], [2.602186, -1.892858, -5.118995], [3.125686, 0.251742, -5.831295], [3.343186, 2.330642, -6.965795], [3.030886, 3.731642, -5.933695], [1.826486, 3.222242, -7.113195], [0.558086, 3.451142, -4.699895], [-0.978614, 3.243642, -3.068395], [-0.336514, 2.412842, -1.651995], [-1.551814, 1.617842, -2.631795], [-1.040014, -2.319858, -3.328695], [-1.837914, -3.194458, -2.014395], [-1.202314, -4.101458, -3.391195], [0.200386, -5.519658, -2.205295], [-4.058914, 1.887342, 5.283705], [-3.248414, 3.549442, 4.830105], [-3.643714, 4.656642, 5.540105], [-3.091114, 5.903242, 5.254505], [-2.156214, 6.011942, 4.214705], [-1.773114, 4.908042, 3.506405], [-2.299714, 3.623042, 3.786605], [-1.766814, 2.478842, 3.077105], [-0.845714, 2.641842, 2.216405], [-2.218914, 1.305842, 3.290105], [-4.388614, 4.556242, 6.320105], [-3.390414, 6.772642, 5.822505], [-1.733914, 6.981242, 3.976505], [-1.057114, 4.964342, 2.700605], [-3.041414, 1.854942, -0.387395], [-2.327914, 1.238142, 0.273905]],
  "forces_ev_per_a": [[0.8257, -0.0728, -1.6399], [0.1285, 0.1794, -0.2201], [0.1258, -0.1292, 0.2069], [-0.4015, 0.1324, -0.1651], [0.0612, 0.5068, 0.0486], [0.0901, -0.1693, -0.7145], [-0.1664, -0.5448, 1.3991], [-0.0306, -0.3408, -0.1842], [0.2435, 1.9237, 0.5830], [0.5133, 0.0513, 0.2648], [-0.8672, -0.6080, 0.6777], [0.1591, -0.0471, 0.3117], [-0.1293, 0.8921, -1.5171], [-0.1573, -0.0103, -0.0231], [0.1291, -0.1045, 0.0868], [-0.0789, 0.0456, 0.1388], [-0.0006, -0.1717, 0.0522], [-0.0052, -0.0687, -0.0408], [-0.1197, 0.0692, 0.0159], [0.1078, 0.1747, -0.0498], [-0.0677, -0.0958, -0.0611], [0.1278, 0.0912, -0.1760], [-0.0910, 0.0766, 0.0170], [0.0533, 0.0223, -0.1201], [-0.0522, -0.0692, 0.0407], [0.1348, 0.0842, 0.0903], [-0.0170, -0.0139, 0.1027], [0.0907, 0.1964, 0.0762], [-0.1319, -0.3663, -1.4569], [-2.2203, -0.6414, 1.8194], [1.2321, 0.9717, 0.4814], [-0.2111, -0.2568, -0.0121], [0.1469, 0.1206, -0.1148], [0.1755, 0.1537, -0.0708], [0.2544, 0.2708, 0.2763], [-0.4749, -0.2870, 0.0358], [-0.0915, -0.0823, 0.3155], [-0.1195, -0.2053, 0.2437], [-0.0656, -0.0780, 0.0323], [-0.0571, 0.2207, -0.1422], [-0.0430, -0.0368, 0.1030], [-0.0604, -0.0269, 0.0409], [0.1841, -0.0900, -0.2218], [-0.0807, -0.0628, 0.0651], [-0.1117, -0.0540, 0.1194], [-0.0335, 0.0334, 0.0342], [-0.1628, 0.2579, 0.0738], [0.1652, 0.0232, 0.0670], [0.0287, -0.0164, 0.0103], [0.0154, -0.0734, -0.0241], [-0.0008, -0.1141, 0.0569], [0.0464, 0.0006, 0.0069], [0.0150, -0.0391, -0.0361], [0.0348, 0.1359, -0.0210], [0.0540, 0.0562, 0.1015], [0.2859, 0.0703, -0.1844], [-0.0161, 0.0076, 0.0902], [0.0507, 0.0482, 0.0054], [0.0441, 0.0197, -0.0626], [0.1330, 0.0924, 0.1114], [0.1467, -0.1245, -0.0861], [0.0570, -0.1038, 0.1273], [0.0588, -0.0190, -0.0813], [0.0686, -0.0208, -0.0643], [0.0652, -0.0173, -0.0469], [0.0552, 0.0761, -0.0424], [-0.0365, 0.0702, -0.0866], [-0.0635, 0.1301, 0.0397], [-0.0635, 0.0365, -0.0037], [-0.0576, -0.0115, 0.0145], [0.0239, 0.1450, 0.0785], [-0.0925, -0.1655, -0.1376], [-0.1222, 0.0487, -0.0620], [-0.0150, -0.0420, -0.1497], [-0.1142, -0.0974, -0.0855], [-0.3077, 0.3276, 0.4463], [0.5643, -0.9529, -1.0628], [-0.0807, 0.9235, 0.3225], [0.2525, -0.5098, -0.5111], [-0.5181, 0.6882, 0.7547], [-0.1691, -1.3825, -0.2626], [-0.6033, 2.0670, 1.5963], [1.0252, -2.7937, -1.9306], [-0.5272, -0.6652, 0.6116], [0.3627, 0.8641, -0.5642], [0.0696, -0.0448, -0.0283], [-0.0287, 0.0450, 0.0210], [0.0052, -0.0299, -0.0050], [0.1036, 0.0162, -0.0327], [-0.3693, 0.3338, -0.3110], [0.7191, -0.8435, 0.5982]],
  "lowdin_spin": [0.927, -0.001, 0.000, 0.005, 0.070, 0.003, 0.000, 0.000, -0.008, 0.002, 0.000, 0.000, -0.002, 0.000, 0.000, 0.000, 0.000, 0.003, 0.000, 0.002, 0.000, 0.002, 0.000, 0.000, 0.000, 0.000, 0.000, 0.001, 0.000, -0.025, -0.002, 0.000, 0.000, -0.001, 0.000, -0.003, -0.002, 0.000, 0.000, 0.000, 0.000, 0.000, 0.000, 0.000, 0.000, 0.000, 0.000, 0.000, 0.000, 0.000, 0.000, 0.000, 0.000, 0.000, 0.000, 0.001, 0.000, 0.000, 0.000, 0.000, 0.000, 0.000, 0.000, 0.000, 0.000, 0.000, 0.000, 0.000, 0.000, 0.000, 0.000, 0.000, 0.000, 0.000, 0.000, 0.001, 0.000, 0.000, 0.000, 0.000, 0.000, 0.000, 0.001, -0.019, 0.040, 0.000, 0.000, 0.000, 0.000, 0.015, -0.012]
}

---

| no. | E_tot (a.u.) |
| --- | --- |
| 1 | -10243.1629 |
| 2 | -7067.7490 |